Entry from the OMol25 dataset: the molecule C6H9N (ωB97M-V with the def2-TZVPD basis set).

Geometry (Å):
N -1.93325 -0.51373 -0.88747
C 1.54670 -0.62510 0.96598
C 0.47346 -0.19149 0.01157
C 0.57919 0.74064 -1.13804
C -0.89383 -0.95357 0.01505
C -1.60012 0.33165 0.22272
C -0.27639 1.11855 0.05621
H 1.98723 -1.59282 0.69641
H 1.51212 1.30018 -1.18251
H 1.11483 -0.72102 1.97085
H -1.65126 -0.15606 -1.79619
H 2.34701 0.12084 1.02281
H -1.02940 -1.90279 0.51760
H -0.04329 1.99933 0.64173
H -2.31868 0.54581 1.00832
H 0.18569 0.49958 -2.12506

Output
HOMO level: -0.311 hartree
LUMO level: 0.0401 Ha
relative energy (zero: lowest compared OMol25 entry of this formula, charge and spin): 342.9 kJ/mol

***

Entry from the OMol25 dataset: the molecule C6H9N (ωB97M-V with the def2-TZVPD basis set).

Geometry (Å):
N -1.10681 -0.59778 0.46173
C 1.37996 -0.82592 0.02176
C -0.08879 -0.86562 -0.53624
C 2.25995 0.38625 -0.09661
C -1.23738 0.78175 0.88098
C 1.43287 -2.05672 0.41473
C -2.23957 0.17215 -0.02642
H 1.91662 1.20746 0.54481
H -0.05747 -0.10185 -1.33092
H -0.35577 -1.81111 -1.02346
H -0.55100 1.50970 0.44585
H -2.22030 0.49320 -1.06936
H -1.47128 0.92889 1.93270
H -3.21876 -0.12228 0.34408
H 3.29661 0.15322 0.16956
H 2.26112 0.74865 -1.13316

Output
HOMO level: -0.350 hartree
LUMO level: 0.0167 Ha
relative energy (zero: lowest compared OMol25 entry of this formula, charge and spin): 519.7 kJ/mol

***

Entry from the OMol25 dataset: the molecule C6H9N in a non-equilibrium geometry (ωB97M-V with the def2-TZVPD basis set).

Geometry (Å):
N -1.35194 1.13359 -1.54273
C 2.02299 1.12222 1.17659
C 0.52847 -0.84830 -1.16845
C -0.02945 -0.10675 0.04141
C -1.02493 0.96358 -0.34369
C 0.99258 0.57197 0.85694
C -0.67757 -1.05535 1.05660
H -0.28343 -1.36364 -1.67524
H 0.00910 -1.83233 1.38217
H -1.38766 1.56719 0.50137
H 1.27565 -1.57252 -0.85177
H -0.49968 -0.30286 1.99828
H 2.96374 1.46334 1.50545
H -1.55872 -1.53493 0.63410
H -1.95577 1.93633 -1.70883
H 0.97662 -0.14155 -1.86219

Output
HOMO level: -0.364 hartree
LUMO level: 0.0337 Ha
relative energy (zero: lowest compared OMol25 entry of this formula, charge and spin): 327.0 kJ/mol

***

Entry from the OMol25 dataset: a structure of composition C6H9N in a non-equilibrium geometry (ωB97M-V with the def2-TZVPD basis set).

Geometry (Å):
N -1.83748 -1.00347 1.00248
C 0.96458 -0.41318 -0.09879
C 1.37532 0.55364 0.98230
C -0.23191 -0.19697 -0.97281
C -0.25672 -1.29612 0.07398
C -1.09565 1.03964 -0.90512
C -0.85469 -1.28851 1.62191
H 0.51303 0.99944 1.48497
H 1.96466 0.03660 1.74618
H -0.68820 1.81347 -1.56481
H -1.16110 1.45093 0.10394
H -0.21876 -2.32135 -0.27100
H 1.98333 1.36237 0.56295
H 1.80057 -0.94196 -0.55616
H -2.11411 0.80700 -1.23001
H -0.14286 -0.60153 -1.98001

Output
HOMO level: -0.368 hartree
LUMO level: 0.0372 Ha
relative energy (zero: lowest compared OMol25 entry of this formula, charge and spin): 352.0 kJ/mol

***

Entry from the OMol25 dataset: the molecule C6H9N in a non-equilibrium geometry (ωB97M-V with the def2-TZVPD basis set).

Geometry (Å):
N 0.91964 2.69549 -0.66500
C -1.62333 -2.89627 1.33790
C 0.72910 1.40356 -0.00339
C -1.15551 -1.67583 0.67766
C -0.38916 0.53513 -0.60568
C -0.78309 -0.64643 0.17069
C 1.80794 1.57070 -1.00976
H 0.00836 0.13816 -1.54632
H -0.78318 -3.54000 1.61730
H 0.82372 1.29415 1.08669
H -2.28846 -3.47626 0.68785
H -1.26050 1.14171 -0.85277
H -2.17785 -2.64428 2.24710
H 1.69347 3.29688 -0.40501
H 2.85037 1.52565 -0.70035
H 1.62848 1.27764 -2.03690

Output
HOMO level: -0.343 hartree
LUMO level: 0.0386 Ha
relative energy (zero: lowest compared OMol25 entry of this formula, charge and spin): 363.8 kJ/mol

***

Entry from the OMol25 dataset: the molecule C6H9N (ωB97M-V with the def2-TZVPD basis set).

Geometry (Å):
N -1.47483 -0.75870 0.40004
C -0.45899 -1.07209 -0.60802
C -1.69037 0.64458 0.69471
C 1.93941 -0.04443 -0.03579
C 3.23512 0.58199 0.22582
C -2.68638 -0.12296 -0.08927
C 0.86386 -0.53540 -0.26952
H 3.76841 0.07824 1.03756
H -0.40233 -2.16290 -0.69811
H -3.61954 -0.45798 0.35679
H -1.08640 1.38029 0.16388
H 3.86598 0.55138 -0.66842
H -2.74536 0.10083 -1.15596
H -0.73966 -0.68585 -1.60311
H 3.10088 1.63142 0.50622
H -1.86980 0.87158 1.74317

Output
HOMO level: -0.332 hartree
LUMO level: 0.0388 Ha
relative energy (zero: lowest compared OMol25 entry of this formula, charge and spin): 310.3 kJ/mol

***

Entry from the OMol25 dataset: the molecule C6H9N (ωB97M-V with the def2-TZVPD basis set).

Geometry (Å):
N -0.42078 0.25749 0.50333
C -0.85958 -0.05796 -0.76440
C 0.25466 -0.29031 -1.53116
C 1.68633 0.36062 1.86826
C 1.39184 -0.12446 -0.68607
C -2.31111 -0.29914 -1.02796
C 0.95038 0.20556 0.57007
H 1.09713 -0.00928 2.71669
H -0.98974 0.72714 1.18610
H 2.60794 -0.22815 1.85435
H 0.26364 -0.54974 -2.58547
H -2.63394 0.11125 -1.98975
H 2.42849 -0.27182 -0.95341
H -2.52097 -1.37743 -1.01136
H -2.91768 0.15295 -0.23825
H 1.97339 1.39328 2.08902

Output
HOMO level: -0.282 hartree
LUMO level: 0.0384 Ha
relative energy (zero: lowest compared OMol25 entry of this formula, charge and spin): 13.9 kJ/mol

***

Entry from the OMol25 dataset: the molecule C6H9N (ωB97M-V with the def2-TZVPD basis set).

Geometry (Å):
N -1.77518 -0.18406 0.70989
C 0.39113 -0.93787 -0.26785
C 2.98379 -0.47991 0.15231
C -2.16380 -0.92420 1.71841
C 1.82932 -0.72172 -0.08999
C -0.35448 1.50957 -0.35224
C -0.38650 0.20179 0.41697
H -1.20691 -1.27647 2.17738
H -2.48602 0.28395 0.15343
H -0.93162 2.26826 0.18680
H 0.10833 -1.89337 0.19120
H 0.06878 0.36028 1.39833
H 0.13482 -1.00551 -1.33278
H 4.00902 -0.27497 0.36758
H -0.77555 1.39928 -1.35899
H 0.67614 1.86023 -0.44618

Output
HOMO level: -0.308 hartree
LUMO level: 0.0336 Ha
relative energy (zero: lowest compared OMol25 entry of this formula, charge and spin): 402.0 kJ/mol

***

Entry from the OMol25 dataset: the molecule C6H9N (ωB97M-V with the def2-TZVPD basis set).

Geometry (Å):
N -0.06883 -0.55972 0.30837
C -0.59619 1.57135 0.43466
C 1.08805 0.09785 0.08239
C 0.81083 1.43657 0.19498
C -1.13198 0.28744 0.41570
C -2.34651 -0.45930 -0.08272
C 2.24266 -0.72365 -0.34285
H -3.04455 0.22044 -0.55727
H 3.12410 -0.09683 -0.44367
H -0.18738 -1.55119 0.41580
H 2.41348 -1.50853 0.40048
H -1.99465 -1.13995 -0.87988
H 1.54902 2.22136 0.08688
H -2.82469 -1.11095 0.65530
H -1.07203 2.53231 0.61769
H 2.03870 -1.21722 -1.30587

Output
HOMO level: -0.280 hartree
LUMO level: 0.0362 Ha
relative energy (zero: lowest compared OMol25 entry of this formula, charge and spin): 80.2 kJ/mol

***

Entry from the OMol25 dataset: the molecule C6H9N in a non-equilibrium geometry (ωB97M-V with the def2-TZVPD basis set).

Geometry (Å):
N 0.94089 -0.30468 2.40155
C 1.78871 0.15504 1.37029
C -0.26647 -0.64987 2.19175
C -0.84093 -0.54416 0.79052
C 0.18698 -0.34659 -0.37610
C -0.42042 0.60485 -1.41144
C 1.55767 0.16476 0.04734
H 0.13380 0.56792 -2.34578
H -0.88135 -0.98782 3.00903
H 2.26671 0.48221 -0.69363
H -1.45394 0.33111 -1.61773
H 2.73162 0.49608 1.78063
H -1.44338 -1.43059 0.57622
H -0.39631 1.62612 -1.03430
H -1.53283 0.30764 0.79840
H 0.33967 -1.31907 -0.86489

Output
HOMO level: -0.325 hartree
LUMO level: 0.0314 Ha
relative energy (zero: lowest compared OMol25 entry of this formula, charge and spin): 123.9 kJ/mol